C17H15BrCoO3 as an isolated structure, computed with ωB97M-V with the def2-TZVPD basis set.

Cartesian coordinates (Å):
C 1.815058 -0.198075 -1.387270
C 1.557934 -1.549003 -0.968894
C 0.179651 -1.847968 -1.222239
H 2.287975 -2.265924 -0.606326
C -0.405054 -0.654668 -1.801543
C 0.598058 0.359508 -1.888364
H 0.448994 1.400554 -2.178819
H 2.762012 0.334139 -1.292633
H -0.319756 -2.805533 -1.041793
H -1.448888 -0.541396 -2.084486
Co 0.324517 -0.282504 -0.006443
Br 0.312293 1.803557 1.052914
C 1.035537 4.418624 0.089955
C 0.917681 4.564533 -1.322097
C 2.156248 4.177689 -1.913645
H 0.037385 4.930467 -1.844958
C 3.051910 3.801785 -0.860849
C 2.368780 3.954378 0.374291
H 2.775149 3.771016 1.365161
H 0.266870 4.644406 0.823423
H 2.389575 4.188841 -2.978166
H 4.084249 3.480607 -0.979997
O -3.186074 -1.369724 2.058326
C -2.635531 -2.379236 2.728141
C -3.458475 -3.398145 3.215530
C -2.901303 -4.418177 3.980751
C -1.536404 -4.384063 4.322806
C -0.718785 -3.349390 3.880454
C -1.233005 -2.416286 2.994518
C -0.333523 -1.462020 2.349575
O 0.854133 -1.328483 2.670694
O -0.932003 -0.784512 1.392026
H -2.393727 -0.901185 1.629393
H -4.513101 -3.329380 2.973448
H -3.562543 -5.224832 4.312210
H -1.130669 -5.199429 4.924952
H 0.327399 -3.224530 4.179882

Forces on the atoms, in the same order (eV/Å):
0.6 -0.5 -1.0
0.4 -0.7 -1.5
0.5 -0.6 -1.8
-0.2 0.3 0.1
-0.4 -0.9 -1.1
0.5 -0.3 -1.1
0.1 -0.4 0.1
-0.4 -0.2 0.1
0.2 0.6 0.0
0.3 0.0 0.1
-1.0 2.7 5.0
0.1 1.2 0.7
-0.7 0.5 -1.8
0.4 -0.1 0.6
-0.9 0.3 0.8
0.2 -0.2 0.1
-0.5 0.2 1.8
1.9 -0.4 -1.6
-0.1 0.0 -0.3
0.3 0.0 -0.2
-0.1 0.0 0.3
-0.3 0.0 0.0
-0.3 -0.1 -0.4
0.6 -0.2 0.3
0.4 0.0 0.2
0.1 0.3 -0.2
-0.3 -0.5 0.4
-0.3 -0.4 -0.1
-1.1 -0.2 0.6
0.7 1.2 -0.1
-1.0 -0.3 -0.7
0.3 -1.0 0.7
-0.2 -0.1 0.1
0.0 -0.2 0.1
0.4 0.2 0.0
-0.1 0.3 0.0
-0.4 -0.3 -0.3

Summary:
* spin multiplicity: 5
* strongest force on any atom: 5.7 eV/A
* HOMO energy (alpha / beta): -4.08 / -4.91 eV
* charge: -1
* DFT total energy: -131684.58552 eV
* <S²>: 6.032
* HOMO-LUMO gap (alpha / beta): 7.30 / 6.41 eV